(1)
The following is a quantum chemistry calculation of C4H7FN2O in the gas phase in a non-equilibrium geometry, from OMol25.

Each line ends with the Löwdin charge.
Positions of all 15 atoms, in Å:
F1 1.5127 -0.1406 -1.8950  0.027
O1 -0.1739 -0.6687 1.8466  0.057
N1 1.3563 -1.4857 0.3869  0.182
N2 -2.4085 0.5972 0.2761  0.011
C1 0.4054 -0.6408 0.7759  -0.517
C2 -0.0057 0.4227 -0.1854  -0.153
C3 0.5144 0.5887 -1.4117  -0.073
C4 -1.0777 1.3120 0.2968  -0.228
H1 -1.1374 2.1838 -0.3648  0.115
H2 -2.4125 -0.0517 1.0499  0.047
H3 1.7262 -1.5845 -0.5453  0.098
H4 0.1703 1.3304 -2.1531  0.137
H5 -3.2001 1.2463 0.4118  0.069
H6 1.8356 -2.0269 1.1086  0.129
H7 -0.8579 1.6416 1.2801  0.099

Summary:
ΔE to the lowest compared entry with this formula, charge and spin (kcal/mol): 15.98
SMILES: NC/C(=C/F)C(N)=O


(2)
The following is a quantum chemistry calculation of C4H7FN2O3 in the gas phase in a non-equilibrium geometry, from OMol25.

Each line ends with the Löwdin charge.
Positions of all 17 atoms, in Å:
F1 1.8160 1.6474 1.3941  -0.027
O1 -0.0932 0.9272 3.1727  0.034
O2 -1.7773 0.9940 1.2787  0.016
O3 0.2432 -1.3662 -3.1344  0.052
N1 1.1486 -0.5209 -1.2859  0.034
N2 -1.1844 -1.2635 -1.2589  0.092
C1 -0.4573 0.9569 1.8976  -0.316
C2 0.6201 1.0994 0.8565  -0.194
C3 0.9998 -0.3800 0.1774  -0.117
C4 0.0392 -1.0011 -2.0130  -0.599
H1 -1.5591 -0.3319 -0.7684  0.121
H2 -2.3973 0.9446 2.0853  0.155
H3 0.1956 1.8838 0.0236  0.197
H4 -1.9444 -1.5928 -1.9266  0.115
H5 2.1273 -0.2019 -1.7416  0.218
H6 0.3037 -1.1014 0.6430  0.117
H7 1.9194 -0.6937 0.5999  0.101

Summary:
ΔE to the lowest compared entry with this formula, charge and spin (kcal/mol): 60.56
SMILES: NC(=O)NC[C@H](F)C(=O)O


(3)
The following is a quantum chemistry calculation of C4H7FN2O5S in the gas phase in a non-equilibrium geometry, from OMol25.

Each line ends with the Löwdin charge.
Positions of all 20 atoms, in Å:
S1 -1.8380 -1.0930 0.6396  0.919
F1 -3.1450 -1.7848 -0.2952  -0.238
O1 1.9462 -1.6366 -1.8522  -0.023
O2 1.6825 2.7038 -0.1518  0.013
O3 -0.7318 -2.1986 0.8354  -0.340
O4 -2.3170 -0.6737 2.0558  -0.336
O5 1.2780 0.6674 -1.5162  0.002
N1 -1.1962 0.2079 -0.3326  -0.342
N2 -2.1417 0.7762 -1.1717  0.016
C1 -0.4339 1.2323 0.4783  -0.065
C2 2.5216 -0.8033 0.4896  -0.020
C3 0.9398 1.5981 -0.4028  -0.197
C4 1.8856 -0.5745 -1.0084  -0.261
H1 1.6922 -1.2797 1.1998  0.096
H2 -3.0481 0.9696 -0.6834  0.117
H3 3.4515 -1.5468 0.4981  0.116
H4 -2.2925 0.0922 -1.9458  0.121
H5 2.9233 0.1954 0.9907  0.099
H6 -0.1706 0.8794 1.5801  0.159
H7 -1.0059 2.2687 0.5928  0.164

Summary:
SMILES: CC(=O)OC(=O)CN(N)S(=O)(=O)F


(4)
The following is a quantum chemistry calculation of C4H7FN2S in the gas phase in a non-equilibrium geometry, from OMol25.

Each line ends with the Löwdin charge.
Positions of all 15 atoms, in Å:
S1 -0.1550 2.5341 -0.5477  0.607
F1 -0.0427 -1.4254 -2.8752  -0.059
N1 1.1577 -0.2890 0.1246  0.085
N2 0.0166 0.2340 0.8053  -0.251
C1 -0.1851 -0.5295 2.0574  -0.018
C2 -0.1629 -0.3698 -1.9904  -0.212
C3 1.0693 -0.4553 -1.1147  -0.131
C4 -0.4984 1.4537 0.6445  -0.692
H1 -0.1695 0.5831 -2.5682  0.093
H2 -0.9098 0.0195 2.6842  0.094
H3 -1.2372 1.6475 1.4082  0.062
H4 1.9767 -0.8643 -1.6063  0.136
H5 -0.5196 -1.5033 1.8034  0.073
H6 -1.1052 -0.4830 -1.3891  0.129
H7 0.7650 -0.5522 2.5640  0.083

Summary:
ΔE to the lowest compared entry with this formula, charge and spin (kcal/mol): 45.79
SMILES: CN(C=S)/N=C\CF


(5)
The following is a quantum chemistry calculation of a gas-phase ion, C4H7FNOS2 (charge +1), from OMol25.

Each line ends with the Löwdin charge.
Positions of all 16 atoms, in Å:
S1 0.2729 -1.7183 -0.7797  1.191
S2 3.9960 -0.9439 -0.7049  1.008
F1 0.6116 -0.7964 -1.9945  -0.228
O1 -2.0607 1.1869 0.6555  -0.014
N1 1.4859 -1.5036 0.3128  -0.177
C1 0.1037 1.4524 -0.2005  -0.035
C2 -0.7895 0.5515 0.6291  -0.443
C3 2.6429 -1.3396 -0.1482  -0.807
C4 -1.0288 -0.8775 0.0615  -0.263
H1 -1.2231 -1.5632 0.8962  0.118
H2 1.1157 1.0730 -0.3167  0.062
H3 0.1419 2.4169 0.3007  0.103
H4 -0.3407 1.6319 -1.1797  0.100
H5 -2.5850 0.8112 1.3738  0.113
H6 -0.4170 0.5126 1.6540  0.151
H7 -1.9259 -0.8939 -0.5595  0.123

Summary:
Net charge: +1


(6)
The following is a quantum chemistry calculation of C4H7FO in the gas phase in a non-equilibrium geometry, from OMol25.

Each line ends with the Löwdin charge.
Positions of all 13 atoms, in Å:
F1 0.3706 -0.1260 3.1664  0.043
O1 -0.4909 -1.5291 -0.8659  -0.047
C1 -0.3270 0.0006 0.9386  -0.021
C2 0.1683 -0.2880 -0.4511  -0.418
C3 0.5943 -0.2499 1.8796  -0.154
C4 -0.0492 0.8192 -1.4660  -0.046
H1 1.2273 -0.5506 -0.3048  0.132
H2 -1.3207 0.2411 1.2186  0.112
H3 -0.2058 0.4771 -2.5077  0.093
H4 -0.8886 1.4197 -1.2055  0.059
H5 1.5978 -0.4507 1.7574  0.099
H6 0.7393 1.5614 -1.3936  0.079
H7 -1.4154 -1.3247 -0.7661  0.070

Summary:
ΔE to the lowest compared entry with this formula, charge and spin (kcal/mol): 27.32
SMILES: C[C@H](O)/C=C/F


(7)
The following is a quantum chemistry calculation of C4H7FO in the gas phase in a non-equilibrium geometry, from OMol25.

Each line ends with the Löwdin charge.
Positions of all 13 atoms, in Å:
F1 0.6358 -1.6107 -1.0726  -0.018
O1 -1.6040 -0.3989 1.3549  0.089
C1 -0.1569 -1.7131 0.0230  -0.143
C2 0.3756 0.7628 0.5511  -0.187
C3 0.0395 1.3713 -0.7628  -0.111
C4 -0.5868 -0.4249 0.6813  -0.391
H1 0.5006 2.3726 -0.8270  0.091
H2 0.4848 -2.0869 0.8365  0.149
H3 0.3032 1.4332 1.3964  0.106
H4 0.4838 0.7700 -1.5459  0.071
H5 1.5168 0.4185 0.5657  0.160
H6 -0.9876 -2.2677 -0.2384  0.109
H7 -1.0046 1.3737 -0.9621  0.076

Summary:
ΔE to the lowest compared entry with this formula, charge and spin (kcal/mol): 15.00
SMILES: CCC(=O)CF


(8)
The following is a quantum chemistry calculation of C4H7FO2 in the gas phase in a non-equilibrium geometry, from OMol25.

Each line ends with the Löwdin charge.
Positions of all 14 atoms, in Å:
F1 -0.8436 -1.8660 0.4792  -0.038
O1 1.0924 1.1021 0.9315  0.044
O2 2.9105 0.0718 -0.5093  0.079
C1 0.8177 -0.1716 0.6410  -0.367
C2 -1.1977 0.1524 -0.8553  -0.006
C3 1.9676 -0.6143 -0.2260  -0.225
C4 -0.6759 -0.4462 0.4443  -0.249
H1 1.2652 -0.9139 1.3583  0.174
H2 -1.2484 -0.0328 1.2421  0.140
H3 1.8947 -1.7198 -0.5267  0.155
H4 -2.2233 0.3421 -0.8938  0.065
H5 -0.9063 -0.4295 -1.7039  0.088
H6 1.6086 1.4539 0.2317  0.080
H7 -0.7706 1.0680 -1.0793  0.062

Summary:
ΔE to the lowest compared entry with this formula, charge and spin (kcal/mol): 36.79
SMILES: C[C@@H](F)[C@H](O)C=O


no.,gap between HOMO and LUMO (eV),lowest unoccupied orbital energy (eV),HOMO (eV)
1,10.22,0.88,-9.3
2,10.10,0.17,-9.9
3,9.18,-1.54,-10.7
4,9.17,0.58,-8.6
5,9.47,-5.07,-14.5
6,10.70,1.04,-9.7
7,10.62,0.76,-9.9
8,11.04,0.78,-10.3